# 1
# C5H9NO

A structure of composition C5H9NO in a non-equilibrium geometry (wB97M-V/def2-TZVPD, the OMol25 dataset).

Element x y z (Å)
C: -0.03 0.71 -0.80
C: -0.70 -0.64 -0.34
C: 0.58 -1.54 -0.02
C: 1.59 -0.63 0.59
C: 0.50 0.61 0.59
H: -1.26 2.62 -1.00
H: -1.70 1.09 -1.64
H: 0.73 0.66 -1.57
H: -1.62 -0.82 -0.89
H: 0.24 -2.31 0.71
H: 0.99 -2.09 -1.00
H: 2.58 -0.19 0.17
H: 1.58 -0.92 1.70
H: 0.56 1.51 1.40
N: -1.21 1.39 -0.84
O: -0.66 -0.04 0.99

F_max: 0.172 hartree/bohr
Frontier orbital gap: 10.2 eV
LUMO level: 0.96 eV
Energy relative to the best compared isomer or geometry (same formula, charge and spin): 527.0 kJ/mol

---

# 2
# C4H5NO2

A cluster of 2 separate species, C4H5NO2 in total in a non-equilibrium geometry (wB97M-V/def2-TZVPD, the OMol25 dataset).

Element x y z (Å)
C: 2.39 0.28 0.04
C: -2.55 0.37 0.05
C: 1.33 1.23 -0.18
C: -2.72 -0.91 0.04
N: 1.26 -0.25 0.13
O: 3.68 0.08 0.10
O: -2.40 1.52 0.07
H: 1.04 1.92 0.61
H: 1.08 1.53 -1.19
H: -2.07 -1.55 0.59
H: -3.49 -1.35 -0.56
H: 3.88 -0.85 0.28

F_max: 0.038 hartree/bohr
Frontier orbital gap: 9.7 eV
LUMO level: 0.54 eV
Energy relative to the best compared isomer or geometry (same formula, charge and spin): 332.5 kJ/mol
SMILES: OC1=NC1.C=C=O

---

# 3
# C38H84F6N7O7S2

A structure of composition C38H84F6N7O7S2 in a non-equilibrium geometry (wB97M-V/def2-TZVPD, the OMol25 dataset).

Element x y z (Å)
C: -7.87 -11.10 18.86
C: -9.21 -11.65 18.55
O: -10.16 -11.05 18.26
N: -9.33 -13.17 18.62
H: -10.23 -13.35 18.19
H: -8.48 -13.57 18.17
C: -9.45 -13.77 20.05
H: -7.39 -11.09 17.87
H: -7.18 -11.89 19.28
H: -7.89 -10.15 19.37
H: -8.61 -13.61 20.67
H: -9.58 -14.86 19.97
H: -10.39 -13.28 20.39
C: -9.25 -4.43 3.40
C: -9.60 -4.78 4.89
O: -9.65 -5.27 5.97
N: -6.56 -12.90 11.50
H: -6.32 -13.83 11.30
H: -5.73 -12.44 11.13
C: -7.64 -12.38 10.62
H: -8.35 -3.79 3.21
H: -10.15 -4.20 2.86
H: -8.84 -5.39 3.06
H: -7.33 -11.45 10.01
H: -8.45 -12.15 11.31
H: -7.97 -13.23 9.93
C: -13.53 -20.36 6.71
C: -14.84 -20.83 6.21
O: -15.62 -21.55 6.67
N: -15.20 -19.98 4.85
H: -15.41 -19.02 5.13
H: -14.33 -19.90 4.26
C: -16.24 -20.65 4.04
H: -13.28 -20.48 7.74
H: -13.48 -19.26 6.51
H: -12.68 -20.81 6.18
H: -17.10 -20.77 4.64
H: -15.85 -21.50 3.58
H: -16.49 -20.02 3.15
C: -25.00 -15.19 21.90
C: -26.39 -15.15 21.75
C: -27.52 -14.44 21.17
N: -28.93 -14.88 21.44
C: -29.70 -14.57 20.22
C: -29.45 -13.12 19.85
C: -29.86 -12.29 18.65
C: -28.14 -17.36 20.31
C: -28.86 -16.54 21.52
C: -29.56 -14.26 22.57
H: -26.48 -15.63 26.71
H: -17.52 -7.93 29.00
H: -24.20 -15.24 21.20
H: -26.81 -15.98 22.46
H: -27.94 -17.06 19.37
H: -27.25 -14.43 20.16
H: -27.60 -13.39 21.18
H: -30.72 -14.68 20.55
H: -29.46 -15.32 19.35
H: -28.79 -12.58 20.60
H: -26.27 -6.80 7.71
H: -30.85 -12.48 18.08
H: -29.29 -11.30 18.30
H: -28.69 -18.33 20.45
H: -27.14 -17.46 20.69
H: -28.31 -16.67 22.41
H: -29.90 -16.88 21.72
H: -30.54 -14.85 22.62
H: -29.94 -13.25 22.48
H: -29.28 -14.55 23.66
C: -18.55 -7.03 6.45
C: -17.67 -7.86 7.08
C: -16.79 -8.61 7.49
N: -20.34 -5.65 8.78
C: -21.68 -5.57 9.56
C: -21.76 -6.93 10.54
C: -21.19 -6.91 11.79
C: -18.73 -5.24 7.27
C: -20.07 -4.80 7.75
C: -19.25 -6.59 9.45
H: -18.44 -6.94 5.35
H: -19.56 -7.25 6.77
H: -11.54 -2.00 11.59
H: -16.84 -6.59 12.89
H: -27.26 -6.83 11.78
H: -16.65 -9.67 7.52
H: -15.88 -8.09 8.02
H: -22.44 -5.66 8.84
H: -21.80 -4.52 10.08
H: -22.26 -7.55 10.15
H: -25.22 -14.83 22.85
H: -21.53 -7.90 12.12
H: -20.47 -6.11 12.29
H: -17.91 -5.59 7.91
H: -18.33 -4.88 6.27
H: -20.84 -4.05 7.56
H: -13.02 -8.74 13.57
H: -19.93 -7.20 10.08
H: -18.57 -5.95 9.91
H: -18.71 -7.24 8.81
C: -20.74 -0.77 22.27
C: -18.84 -0.24 22.65
C: -18.12 -0.84 21.56
N: -15.75 -1.06 22.36
C: -15.55 -1.68 23.72
C: -16.34 -3.09 23.57
C: -15.30 -4.27 22.27
C: -15.74 -3.21 21.18
C: -15.08 -1.74 21.31
C: -15.13 0.35 22.23
H: -20.58 -0.72 21.16
H: -21.36 -0.25 22.68
H: -20.78 -1.89 22.31
H: -18.36 -0.76 23.38
H: -18.64 0.99 22.47
H: -17.86 -0.47 20.55
H: -18.31 -1.89 21.49
H: -16.28 -0.94 24.26
H: -14.60 -1.86 24.30
H: -17.25 -3.03 23.08
H: -16.19 -3.63 24.62
H: -15.59 -5.24 22.52
H: -14.44 -3.98 22.73
H: -16.31 -3.55 20.40
H: -14.85 -4.15 21.20
H: -15.13 -1.16 20.40
H: -14.01 -1.85 21.46
H: -14.10 0.46 22.64
H: -15.91 1.00 22.73
H: -15.12 0.57 21.15
C: -13.30 -9.97 17.88
F: -12.11 -9.49 18.18
F: -14.31 -8.94 17.71
F: -13.08 -10.56 16.68
S: -13.93 -11.24 19.10
O: -12.83 -12.17 19.04
O: -14.15 -10.37 20.35
N: -15.30 -11.45 18.53
S: -15.38 -12.24 17.18
O: -15.68 -11.33 16.12
O: -14.38 -13.37 16.77
C: -16.85 -13.28 17.24
F: -16.84 -13.75 15.89
F: -16.68 -14.32 18.11
F: -18.08 -12.73 17.60

Charge: +5
F_max: 0.323 hartree/bohr
Frontier orbital gap: 0.7 eV
LUMO level: -10.96 eV

---

# 4
# C9H33N3O12

A cluster of 9 separate species, C9H33N3O12 in total in a non-equilibrium geometry (wB97M-V/def2-TZVPD, the OMol25 dataset).

Element x y z (Å)
C: 11.43 10.87 7.77
O: 10.07 11.08 8.19
H: 11.48 9.77 7.54
H: 11.60 11.40 6.86
H: 12.18 11.01 8.53
H: 9.85 11.98 8.52
C: 6.92 13.46 8.47
O: 7.77 13.04 9.52
H: 5.91 13.21 8.56
H: 6.93 14.53 8.32
H: 7.30 13.01 7.61
H: 7.27 13.20 10.38
C: 8.54 11.01 15.04
O: 8.52 11.75 13.83
H: 9.53 10.68 15.32
H: 8.09 11.53 15.89
H: 7.98 10.09 14.91
H: 9.40 11.59 13.43
C: 5.59 11.94 11.84
O: 6.73 12.76 11.81
H: 4.88 12.26 12.68
H: 5.08 12.02 10.90
H: 5.92 10.92 12.08
H: 7.43 12.39 12.37
C: 10.99 10.19 11.69
O: 10.98 10.75 13.01
H: 11.74 9.37 11.61
H: 9.99 9.83 11.58
H: 11.14 10.93 10.90
H: 11.71 11.40 13.11
C: 7.53 8.92 9.98
O: 8.88 8.64 9.72
H: 7.43 9.90 10.52
H: 6.99 9.06 9.06
H: 7.15 8.07 10.56
H: 9.32 9.41 9.32
C: 7.75 4.57 9.45
N: 8.25 4.40 10.79
O: 7.57 4.90 11.66
O: 9.26 3.74 11.04
H: 6.63 4.67 9.47
H: 8.15 3.79 8.80
H: 8.11 5.55 9.00
C: 11.79 5.61 9.70
N: 11.11 6.12 8.42
O: 10.40 5.31 7.85
O: 11.31 7.25 7.99
H: 12.23 6.49 10.11
H: 12.44 4.84 9.26
H: 11.00 5.14 10.30
C: 9.09 8.12 6.57
N: 7.92 7.44 5.97
O: 7.95 7.19 4.78
O: 7.03 7.17 6.75
H: 8.82 8.04 7.67
H: 9.10 9.11 6.18
H: 10.06 7.61 6.40

F_max: 0.058 hartree/bohr
Frontier orbital gap: 9.6 eV
LUMO level: -0.14 eV
SMILES: C[N+](=O)[O-].C[N+](=O)[O-].C[N+](=O)[O-].CO.CO.CO.CO.CO.CO